15
Properties=species:S:1:pos:R:3 method="wB97M-V/def2-TZVPD" relative_energy_kj_mol=82.2 homo_lumo_gap_ev=7.068 fmax_ev_per_a=2.3 e_tot_ha=-345.402295 spin_multiplicity=1 total_charge=-1
O -1.23036 2.68022 0.98626
O 0.83460 -3.30544 -1.15344
O -0.22791 -1.27620 -0.12720
C -0.45141 1.43014 1.14850
C 0.08673 1.06271 -0.24999
C 0.72450 -0.32030 -0.39915
H -1.14974 0.74723 1.62507
H 1.52372 -0.32354 0.37850
H 0.39608 1.51238 1.86013
H 1.68308 -2.94034 -0.85894
H -0.58544 3.14755 0.43976
H -0.82364 1.09571 -0.86429
H 0.15357 -2.55573 -0.83034
H 0.74587 1.81128 -0.74923
H 1.01735 -0.15833 -1.46362

---

17
Properties=species:S:1:pos:R:3 method="wB97M-V/def2-TZVPD" relative_energy_kj_mol=948.4 homo_lumo_gap_ev=8.141 fmax_ev_per_a=16.6 e_tot_ha=-1084.682235 spin_multiplicity=1 total_charge=0
S -0.13637 -2.12819 1.41811
P -1.41014 0.31914 0.02487
O -1.07642 0.29923 -1.53905
O -1.75586 1.35192 1.10528
O -1.33882 1.79966 -0.59077
C 1.88530 -1.10798 -0.72293
C 1.47876 -0.18397 0.47274
C 0.03756 -0.59445 0.78919
H 2.84772 -0.86614 -1.18228
H -2.39766 -0.53991 0.20166
H -2.23668 0.67149 1.63656
H 1.44316 0.89995 0.24533
H 2.15822 -0.33173 1.35485
H 1.94421 -2.13682 -0.58646
H -0.92219 1.27842 -1.51715
H -1.63135 2.13586 0.37430
H 1.11056 -0.86647 -1.48425

---

17
Properties=species:S:1:pos:R:3 method="wB97M-V/def2-TZVPD" relative_energy_kj_mol=258.9 s2=2.008 homo_lumo_gap_ev="6.375 / 7.441" fmax_ev_per_a=5.6 e_tot_ha=-1084.781186 spin_multiplicity=3 total_charge=0
S -1.52067 0.12074 -0.23150
P 0.96245 0.11468 0.18104
O 1.28453 0.55165 1.51493
O -1.88362 -1.25535 -0.61279
O -1.92478 1.17358 -1.13617
C -2.06051 0.49273 1.46028
C 1.26309 -1.64865 -0.08416
C 1.67320 1.02929 -1.26571
H -3.09293 0.06957 1.72984
H 0.87381 -1.87217 -1.06877
H 2.29058 -1.81049 0.29656
H 1.72032 0.57126 -2.26727
H 0.76877 1.83823 -1.53617
H 2.62069 1.46872 -1.04746
H -2.14106 1.47465 1.56232
H -1.35989 -0.07309 2.01502
H 0.52603 -2.24536 0.48999

---

18
Properties=species:S:1:pos:R:3 method="wB97M-V/def2-TZVPD" relative_energy_kj_mol=519.1 homo_lumo_gap_ev=9.517 fmax_ev_per_a=5.0 e_tot_ha=-1160.110771 spin_multiplicity=1 total_charge=0
S 2.90712 -0.39242 0.05919
P 0.68556 1.37784 0.50195
O -0.59012 0.41341 0.76191
O 3.75146 -1.09796 0.96266
O 1.86810 0.48509 1.19265
O 0.92624 1.71614 -0.92324
C 1.81320 -1.23256 -0.90114
C -1.76216 0.54265 0.01676
C -2.85020 1.20583 0.86401
H 1.52890 -0.62304 -1.66207
H 3.75280 0.77550 -0.24214
H -1.40004 1.07524 -0.90006
H -2.05269 -0.42169 -0.23944
H -3.87481 0.78527 0.51963
H -2.81254 0.82998 1.81580
H 2.43304 -2.15093 -1.27763
H -2.84437 2.24035 0.94940
H 0.44875 2.29975 1.40121

---

14
Properties=species:S:1:pos:R:3 method="wB97M-V/def2-TZVPD" relative_energy_kj_mol=74.0 homo_lumo_gap_ev=6.800 fmax_ev_per_a=1.6 e_tot_ha=-593.144685 spin_multiplicity=1 total_charge=-1
S -0.92908 0.32877 -1.18377
O 1.96184 0.78632 0.08350
C -1.48904 -0.70611 0.21957
C 2.50498 -0.49400 0.17673
C -1.42714 -0.03704 1.58152
H -2.49458 -1.07754 -0.01562
H 3.15634 -0.66464 1.04661
H -0.83278 -1.58847 0.30095
H -0.40786 0.06110 1.95846
H -1.78876 1.00457 1.50825
H 1.07714 0.68557 -0.36164
H 3.06594 -0.69527 -0.79032
H 1.75377 -1.29539 0.27358
H -1.95294 -0.57745 2.37973

---

14
Properties=species:S:1:pos:R:3 method="wB97M-V/def2-TZVPD" relative_energy_kj_mol=315.1 homo_lumo_gap_ev=5.241 fmax_ev_per_a=1.9 e_tot_ha=-593.052856 spin_multiplicity=1 total_charge=-1
S -1.78728 -0.08286 -0.76428
O 1.47749 0.35688 0.70500
C 1.76764 1.70948 0.71602
C -0.12309 -0.42137 -1.36851
C -1.98312 -1.54688 0.36594
H 0.19475 -1.32483 -1.87227
H -1.63901 -1.23337 1.34813
H -1.42377 -2.30692 -0.17736
H -2.99745 -1.94882 0.38860
H 2.43656 1.90761 1.58419
H 0.66020 0.03299 0.09203
H 0.22384 0.51908 -1.77775
H 2.36103 2.07280 -0.13845
H 0.83219 2.26622 0.89871

---

14
Properties=species:S:1:pos:R:3 method="wB97M-V/def2-TZVPD" relative_energy_kj_mol=82.0 homo_lumo_gap_ev=6.877 fmax_ev_per_a=1.7 e_tot_ha=-593.141661 spin_multiplicity=1 total_charge=-1
S 0.16524 1.30083 -0.97769
O -2.50607 -0.21821 -0.60402
C 0.93258 0.99796 0.64156
C 2.43462 0.80238 0.55909
C -2.33919 -1.58947 -0.71678
H -1.43934 -1.90870 -0.20750
H -3.13924 -2.11562 -0.19289
H 2.85349 -0.00536 -0.03500
H -1.65013 0.29891 -0.63723
H 3.02906 0.80378 1.48304
H 0.70416 1.79271 1.35272
H 2.76790 1.69116 0.01017
H -2.27083 -1.95746 -1.75392
H 0.45776 0.10708 1.07845

---

14
Properties=species:S:1:pos:R:3 method="wB97M-V/def2-TZVPD" relative_energy_kj_mol=272.9 homo_lumo_gap_ev=5.465 fmax_ev_per_a=1.7 e_tot_ha=-593.068930 spin_multiplicity=1 total_charge=-1
S 0.83196 0.55636 1.19913
O -1.24497 0.12697 -1.90599
C 0.67943 -1.23709 1.50534
C -0.12773 -0.61514 -2.26473
C -0.84770 0.93478 0.66979
H 0.04164 -0.51815 -3.35156
H 1.53806 -1.67862 0.98424
H -0.90157 2.02648 0.59172
H 0.78076 -0.22484 -1.78443
H -0.21427 -1.60187 1.01502
H -1.09907 0.61092 -0.92233
H -1.58340 0.57538 1.39413
H 0.81559 -1.45301 2.55703
H -0.16848 -1.68222 -1.99934

---

14
Properties=species:S:1:pos:R:3 method="wB97M-V/def2-TZVPD" relative_energy_kj_mol=177.7 homo_lumo_gap_ev=8.267 fmax_ev_per_a=3.4 e_tot_ha=-484.064697 spin_multiplicity=1 total_charge=+1
Si 0.40749 -0.07453 0.54425
O -1.26641 -0.49810 0.18456
C 0.95981 1.61482 -0.06491
C -2.37998 -0.03437 -0.09228
C 1.23807 -1.58951 -0.21618
H -3.33859 -0.61003 -0.18847
H 0.72332 -2.53534 0.12649
H 1.68901 1.33690 -0.82939
H -2.43502 0.98206 -0.49301
H -0.63005 0.37856 2.21146
H 0.18349 2.30619 -0.27726
H 1.54739 2.35957 0.56246
H 1.01924 -1.76610 -1.28698
H 2.28224 -1.87013 -0.18072

---

16
Properties=species:S:1:pos:R:3 method="wB97M-V/def2-TZVPD" relative_energy_kj_mol=242.1 homo_lumo_gap_ev=9.240 fmax_ev_per_a=3.3 e_tot_ha=-1655.567947 spin_multiplicity=1 total_charge=0
S -1.83070 -1.11337 -1.41933
S -2.00040 2.10171 -0.60428
S -2.98808 -0.18514 1.60818
P -1.50927 0.27194 0.17666
C 1.76630 -0.74357 0.03096
C 1.77713 0.06898 -1.00780
C 1.57506 -0.06124 1.40600
H 2.15043 1.00670 1.28922
H 1.36844 1.14474 -0.96501
H 2.12727 -0.60345 2.14232
H 0.54880 0.07028 1.69753
H -3.59250 -0.42280 0.44642
H -0.44719 -1.28017 -1.66066
H 2.14907 -0.19382 -1.97432
H 1.96046 -1.83074 0.13729
H -3.05483 1.76997 -1.30320

---

14
Properties=species:S:1:pos:R:3 method="wB97M-V/def2-TZVPD" relative_energy_kj_mol=224.0 homo_lumo_gap_ev=5.525 fmax_ev_per_a=3.7 e_tot_ha=-916.029267 spin_multiplicity=1 total_charge=-1
S -1.83388 -0.34184 1.31971
S 1.41537 -0.08150 -0.86856
C -2.52065 -0.02630 -0.44572
C 2.03857 1.63957 -1.22832
C 1.19033 -0.90640 0.74698
H 2.34114 1.88025 -2.24990
H -2.65734 1.05582 -0.60492
H 2.96004 1.81494 -0.71056
H 1.19130 2.23265 -0.95078
H 2.24048 -1.04485 1.15197
H -1.81957 -0.37472 -1.19916
H -3.43088 -0.62661 -0.60903
H 0.55200 -0.30358 1.35379
H 0.88303 -1.94224 0.56267

---

14
Properties=species:S:1:pos:R:3 method="wB97M-V/def2-TZVPD" relative_energy_kj_mol=95.7 homo_lumo_gap_ev=5.236 fmax_ev_per_a=0.8 e_tot_ha=-916.078116 spin_multiplicity=1 total_charge=-1
S -1.56453 0.87572 2.28380
S 2.15152 -0.50268 -2.08009
C -3.13608 -0.01010 1.98345
C 0.43411 -0.03817 -2.49856
C 2.10607 -0.56506 -0.28547
H -3.31884 -0.82118 2.70475
H 0.39277 0.97511 -2.87433
H 1.11008 -0.54802 0.16645
H -0.17547 -0.21337 -1.61334
H 2.63975 -1.45783 0.01743
H 0.10943 -0.74090 -3.25693
H -3.15629 -0.38752 0.95047
H -3.99718 0.65094 2.06741
H 2.62751 0.29984 0.12228